{
  "formula": "C3H5BrN2O2",
  "method": "the ωB97M-V functional and the def2-TZVPD basis",
  "e_above_lowest_ev": 3.253,
  "lumo_ev": [-0.2, -0.2],
  "charge": 0,
  "e_homo_ev": [-8.7839, -8.7837],
  "orbital_gap_ev": [8.6, 8.6],
  "max_force_ev_per_a": 4.4,
  "species": ["C", "C", "C", "N", "N", "O", "O", "Br", "H", "H", "H", "H", "H"],
  "xyz": [[0.48, -0.71, -1.88], [-0.58, 0.14, -2.18], [-0.90, -0.71, -0.20], [0.63, 0.26, 2.35], [1.93, 0.10, 2.08], [0.21, -1.25, -0.66], [-1.43, 0.15, -1.17], [2.63, 1.69, 0.69], [1.26, -0.94, -2.53], [-0.82, 0.64, -3.06], [0.40, 0.90, 3.09], [0.04, -0.02, 1.63], [2.61, 0.15, 2.84]],
  "lowdin_charge": [-0.06, -0.11, -0.04, -0.04, -0.30, 0.01, 0.02, 0.14, 0.11, 0.12, 0.10, 0.00, 0.05]
}

{
  "formula": "C29H25Br3F9NO7P3Re",
  "method": "the ωB97M-V functional and the def2-TZVPD basis",
  "e_above_lowest_ev": 2.143,
  "lumo_ev": [-13.1, -12.5],
  "charge": 3,
  "e_homo_ev": [-17.2687, -17.2679],
  "spin_multiplicity": 2,
  "orbital_gap_ev": [4.2, 4.8],
  "max_force_ev_per_a": 4.4,
  "species": ["Re", "Br", "C", "Br", "H", "H", "C", "C", "O", "P", "O", "O", "O", "P", "O", "O", "O", "H", "H", "H", "H", "H", "H", "H", "F", "C", "F", "F", "C", "C", "C", "C", "C", "C", "P", "C", "C", "C", "C", "C", "C", "C", "F", "F", "F", "C", "C", "C", "C", "C", "C", "C", "F", "F", "F", "H", "H", "H", "H", "H", "H", "H", "H", "H", "H", "H", "H", "Br", "C", "C", "C", "C", "N", "C", "H", "H", "H", "H"],
  "xyz": [[0.78, 1.18, -0.95], [-1.00, 3.03, -1.27], [-1.17, 2.68, -3.19], [0.01, 1.13, -3.45], [-0.83, 3.53, -3.78], [-2.20, 2.42, -3.43], [4.35, 1.49, 1.08], [3.70, 0.15, 1.35], [4.37, -0.51, 2.33], [3.42, -0.86, -0.17], [3.25, -2.37, 0.19], [4.73, -0.83, -1.01], [2.31, -0.31, -1.04], [1.87, 0.35, 1.82], [1.71, 0.63, 3.34], [1.31, -0.96, 1.42], [1.33, 1.54, 0.99], [5.22, 1.37, 0.43], [4.71, 1.90, 2.02], [3.64, 2.18, 0.63], [4.22, -1.47, 2.38], [2.44, -2.66, 0.64], [5.19, -1.66, -1.17], [2.00, 1.45, 3.74], [-7.16, -1.32, -2.29], [-6.83, -0.11, -1.85], [-7.67, 0.24, -0.89], [-6.99, 0.75, -2.87], [-5.38, -0.09, -1.38], [-5.08, -0.04, -0.03], [-3.75, -0.05, 0.37], [-2.73, -0.12, -0.57], [-3.05, -0.19, -1.93], [-4.37, -0.17, -2.33], [-0.99, -0.33, -0.02], [-0.72, -2.09, -0.40], [-1.49, -3.07, 0.23], [-1.25, -4.40, -0.06], [-0.29, -4.75, -1.00], [0.42, -3.77, -1.68], [0.19, -2.44, -1.38], [0.05, -6.22, -1.22], [1.02, -6.55, -0.34], [0.53, -6.44, -2.44], [-0.98, -7.02, -1.01], [-1.17, 0.05, 1.76], [-1.39, 1.39, 2.09], [-1.54, 1.76, 3.42], [-1.48, 0.78, 4.41], [-1.28, -0.56, 4.08], [-1.12, -0.92, 2.76], [-1.50, 1.22, 5.86], [-2.27, 2.28, 6.04], [-0.25, 1.56, 6.22], [-1.92, 0.25, 6.67], [-5.87, 0.00, 0.70], [-3.54, -0.02, 1.43], [-2.27, -0.30, -2.67], [-4.63, -0.23, -3.38], [-2.28, -2.81, 0.92], [-1.82, -5.17, 0.44], [1.13, -4.05, -2.45], [0.75, -1.68, -1.92], [-1.45, 2.15, 1.32], [-1.68, 2.79, 3.68], [-1.25, -1.30, 4.86], [-0.93, -1.95, 2.51], [2.86, 6.61, -2.95], [3.21, 4.76, -2.68], [4.41, 4.18, -3.09], [4.58, 2.82, -2.89], [3.55, 2.09, -2.32], [2.41, 2.65, -1.90], [2.25, 3.95, -2.06], [5.18, 4.78, -3.57], [5.48, 2.32, -3.19], [3.65, 1.02, -2.20], [1.34, 4.41, -1.69]],
  "lowdin_charge": [1.17, 0.87, -0.73, 0.85, 0.05, 0.05, -0.03, -0.58, 0.04, 0.55, -0.04, -0.03, -0.44, 0.41, -0.01, -0.31, -0.40, 0.10, 0.12, 0.06, 0.13, 0.11, 0.14, 0.13, 0.18, -0.61, 0.18, 0.17, -0.07, 0.04, -0.04, -0.34, -0.10, 0.02, 1.02, -0.33, -0.04, 0.04, -0.07, 0.02, -0.10, -0.60, 0.16, 0.17, 0.19, -0.40, -0.12, 0.02, -0.07, 0.04, -0.05, -0.60, 0.18, 0.16, 0.19, 0.14, 0.11, 0.06, 0.14, 0.12, 0.14, 0.14, 0.06, 0.06, 0.14, 0.15, 0.11, 0.86, -0.61, -0.03, 0.01, -0.14, -0.10, -0.20, 0.13, 0.14, 0.08, 0.06]
}

{
  "formula": "C2H6NO3",
  "method": "the ωB97M-V functional and the def2-TZVPD basis",
  "e_above_lowest_ev": 0.427,
  "lumo_ev": 4.3,
  "charge": -1,
  "e_homo_ev": -4.2135,
  "orbital_gap_ev": 8.5,
  "max_force_ev_per_a": 1.4,
  "species": ["O", "C", "O", "C", "N", "H", "H", "H", "H", "H", "H", "O"],
  "xyz": [[2.25, -0.72, -0.35], [1.08, -0.38, -0.14], [0.47, -0.52, 0.95], [0.33, 0.25, -1.29], [-0.36, 1.52, -1.07], [1.04, 0.35, -2.11], [-0.36, -0.47, -1.75], [0.37, 2.24, -1.12], [-0.83, 1.58, -0.19], [-1.36, -1.94, 2.74], [-0.95, -0.81, 1.88], [-1.69, -1.10, 2.44]],
  "lowdin_charge": [-0.07, -0.74, -0.08, -0.25, -0.02, 0.10, 0.10, 0.06, 0.04, 0.00, -0.04, -0.11]
}

{
  "formula": "C35H56FeN3O2P2",
  "method": "the ωB97M-V functional and the def2-TZVPD basis",
  "lumo_ev": [-2.2, -3.3],
  "charge": 1,
  "e_homo_ev": [-9.0082, -10.5748],
  "spin_multiplicity": 5,
  "orbital_gap_ev": [6.8, 7.2],
  "max_force_ev_per_a": 7.6,
  "species": ["C", "C", "C", "C", "C", "H", "H", "H", "N", "P", "P", "C", "H", "H", "C", "H", "C", "C", "C", "C", "C", "H", "H", "H", "C", "H", "H", "H", "C", "H", "H", "H", "C", "H", "H", "H", "C", "H", "H", "H", "C", "H", "H", "H", "C", "H", "H", "H", "C", "H", "H", "H", "C", "H", "H", "H", "C", "H", "H", "H", "C", "H", "H", "H", "C", "H", "H", "H", "Fe", "C", "O", "N", "C", "C", "C", "C", "C", "H", "C", "H", "C", "H", "H", "H", "C", "N", "C", "C", "C", "O", "H", "H", "H", "H", "H", "H", "H", "H", "H"],
  "xyz": [[2.30, -2.07, -1.14], [1.91, 0.06, -2.15], [3.16, -2.42, -2.18], [2.73, -0.27, -3.22], [3.35, -1.52, -3.23], [3.61, -3.41, -2.16], [2.84, 0.45, -4.04], [3.97, -1.80, -4.08], [1.73, -0.85, -1.16], [0.17, -2.57, 0.60], [1.00, 2.02, -0.29], [1.88, -3.01, -0.03], [1.88, -4.06, -0.38], [2.57, -2.96, 0.83], [1.00, 1.26, -2.06], [1.26, 2.03, -2.79], [-0.30, 3.44, -0.41], [2.71, 2.75, 0.00], [-1.03, -3.33, -0.66], [0.05, -3.50, 2.26], [-1.60, 2.95, 0.26], [-1.50, 2.92, 1.36], [-2.40, 3.66, 0.02], [-1.91, 1.96, -0.09], [0.17, 4.71, 0.32], [0.31, 4.55, 1.40], [1.08, 5.13, -0.11], [-0.62, 5.47, 0.20], [-0.64, 3.81, -1.87], [-1.12, 4.80, -1.86], [0.24, 3.89, -2.52], [-1.35, 3.11, -2.32], [2.71, 3.32, 1.44], [1.91, 2.88, 2.07], [3.67, 3.09, 1.92], [2.59, 4.41, 1.44], [3.76, 1.62, -0.11], [3.47, 0.71, 0.43], [3.98, 1.36, -1.15], [4.69, 1.98, 0.37], [3.00, 3.81, -1.08], [2.21, 3.92, -1.82], [3.20, 4.79, -0.62], [3.92, 3.53, -1.61], [-1.36, -3.28, 2.86], [-1.29, -3.33, 3.95], [-1.76, -2.29, 2.60], [-2.07, -4.06, 2.54], [1.08, -2.92, 3.25], [2.11, -2.93, 2.86], [0.82, -1.90, 3.56], [1.06, -3.55, 4.15], [0.34, -5.01, 2.09], [0.90, -5.36, 2.97], [-0.59, -5.60, 2.06], [0.94, -5.25, 1.21], [-0.86, -2.69, -2.06], [-0.81, -3.48, -2.83], [-1.69, -2.00, -2.28], [0.07, -2.12, -2.17], [-2.46, -3.08, -0.15], [-2.61, -2.03, 0.16], [-3.16, -3.28, -0.97], [-2.72, -3.75, 0.68], [-0.79, -4.84, -0.83], [0.23, -5.06, -1.15], [-1.04, -5.41, 0.08], [-1.47, -5.18, -1.62], [0.41, -0.30, 0.22], [1.59, -0.13, 1.55], [2.50, -0.19, 2.29], [-0.94, 0.10, -1.13], [-0.49, 0.70, -2.15], [-1.23, 0.82, -3.43], [-2.63, 0.76, -3.38], [-0.56, 0.95, -4.65], [-3.37, 0.90, -4.56], [-3.11, 0.60, -2.41], [-1.29, 1.06, -5.83], [0.54, 0.95, -4.66], [-2.70, 1.05, -5.78], [-4.46, 0.90, -4.51], [-0.76, 1.18, -6.78], [-3.26, 1.16, -6.70], [-2.71, 1.40, 5.33], [-2.42, 1.08, 3.93], [-3.48, 1.01, 2.95], [-1.20, 0.70, 3.47], [0.00, 0.80, 4.36], [-1.16, 0.30, 2.29], [-3.77, 1.65, 5.39], [-2.11, 2.25, 5.67], [-2.51, 0.54, 5.98], [-3.32, 1.75, 2.16], [-3.53, 0.02, 2.49], [-4.43, 1.23, 3.44], [0.77, 0.08, 4.07], [0.45, 1.80, 4.27], [-0.29, 0.63, 5.40]],
  "lowdin_charge": [-0.29, -0.27, 0.00, 0.00, -0.02, 0.13, 0.12, 0.12, 0.00, 1.11, 1.18, -0.21, 0.08, 0.10, -0.26, 0.10, -0.62, -0.64, -0.63, -0.63, -0.11, 0.07, 0.10, 0.05, -0.09, 0.08, 0.07, 0.10, -0.07, 0.10, 0.07, 0.08, -0.09, 0.06, 0.09, 0.07, -0.09, 0.04, 0.08, 0.10, -0.08, 0.06, 0.08, 0.08, -0.09, 0.09, 0.06, 0.07, -0.09, 0.07, 0.05, 0.10, -0.08, 0.09, 0.08, 0.06, -0.07, 0.09, 0.07, 0.05, -0.09, 0.08, 0.10, 0.06, -0.09, 0.08, 0.06, 0.10, 0.33, -0.23, 0.09, 0.04, -0.40, -0.21, -0.04, -0.03, -0.07, 0.11, -0.07, 0.10, -0.07, 0.11, 0.11, 0.10, -0.04, -0.14, -0.03, -0.48, 0.03, -0.06, 0.09, 0.10, 0.10, 0.08, 0.09, 0.09, 0.05, 0.10, 0.08]
}

{
  "formula": "CH2ClN2OP",
  "method": "the ωB97M-V functional and the def2-TZVPD basis",
  "e_above_lowest_ev": 1.501,
  "lumo_ev": -0.7,
  "charge": 0,
  "e_homo_ev": -9.7815,
  "orbital_gap_ev": 9.0,
  "max_force_ev_per_a": 4.4,
  "species": ["Cl", "P", "N", "N", "C", "O", "H", "H"],
  "xyz": [[4.00, -0.67, -0.52], [3.02, 0.48, 0.81], [2.13, 1.46, -0.23], [1.01, 1.11, -0.59], [0.43, 0.05, 0.19], [1.28, -0.74, 0.90], [-0.37, 0.56, 0.76], [-0.37, -0.65, -0.44]],
  "lowdin_charge": [0.21, 0.62, -0.29, -0.04, -0.47, -0.33, 0.12, 0.17]
}

{
  "formula": "C6H9N3",
  "method": "the ωB97M-V functional and the def2-TZVPD basis",
  "e_above_lowest_ev": 2.235,
  "lumo_ev": 1.0,
  "charge": 0,
  "e_homo_ev": -7.6122,
  "orbital_gap_ev": 8.6,
  "max_force_ev_per_a": 6.8,
  "species": ["C", "C", "N", "N", "C", "C", "C", "C", "N", "H", "H", "H", "H", "H", "H", "H", "H", "H"],
  "xyz": [[-1.74, 1.27, -1.54], [-0.61, 0.40, -1.09], [0.20, -0.21, -2.08], [1.15, -1.05, -1.51], [1.11, -0.86, -0.26], [-0.28, 0.12, 0.18], [-0.23, -0.04, 1.62], [1.18, -0.27, 1.92], [1.64, -1.21, 0.91], [-1.82, 2.23, -1.06], [-1.79, 1.40, -2.67], [-2.66, 0.66, -1.30], [-0.30, -0.52, -2.95], [-0.74, 0.75, 2.24], [-0.75, -1.01, 1.75], [1.72, 0.76, 1.78], [1.37, -0.67, 2.94], [2.54, -1.74, 1.11]],
  "lowdin_charge": [-0.05, -0.33, -0.03, 0.04, -0.29, -0.03, -0.21, -0.24, 0.01, 0.07, 0.09, 0.09, 0.15, 0.13, 0.13, 0.15, 0.13, 0.17]
}

{
  "formula": "C25H28O4",
  "method": "the ωB97M-V functional and the def2-TZVPD basis",
  "e_above_lowest_ev": 0.091,
  "lumo_ev": -0.3,
  "charge": 0,
  "e_homo_ev": -8.1936,
  "orbital_gap_ev": 7.9,
  "max_force_ev_per_a": 0.8,
  "species": ["C", "C", "C", "C", "C", "C", "C", "C", "C", "C", "C", "C", "O", "C", "C", "C", "C", "O", "C", "C", "C", "C", "C", "C", "O", "C", "C", "C", "O", "H", "H", "H", "H", "H", "H", "H", "H", "H", "H", "H", "H", "H", "H", "H", "H", "H", "H", "H", "H", "H", "H", "H", "H", "H", "H", "H", "H"],
  "xyz": [[3.72, 6.42, -1.10], [3.79, 5.84, -2.49], [4.31, 6.80, -3.52], [3.46, 4.60, -2.81], [2.96, 3.53, -1.88], [4.14, 2.76, -1.28], [3.80, 1.63, -0.35], [4.99, 0.89, 0.19], [2.55, 1.31, -0.01], [2.16, 0.19, 0.92], [0.98, -0.60, 0.40], [0.96, -1.10, -0.90], [1.97, -0.87, -1.77], [-0.13, -1.85, -1.35], [-1.17, -2.13, -0.51], [-1.19, -1.66, 0.81], [-2.27, -1.97, 1.75], [-2.37, -1.38, 2.83], [-3.24, -3.01, 1.40], [-4.34, -3.19, 2.15], [-5.38, -4.18, 1.97], [-6.47, -4.17, 2.84], [-7.49, -5.10, 2.72], [-7.44, -6.06, 1.71], [-8.41, -6.99, 1.55], [-6.35, -6.08, 0.83], [-5.34, -5.15, 0.96], [-0.10, -0.87, 1.25], [-0.07, -0.36, 2.49], [4.72, 6.63, -0.74], [3.24, 5.75, -0.40], [3.17, 7.36, -1.12], [4.38, 6.33, -4.50], [5.29, 7.18, -3.23], [3.64, 7.66, -3.60], [3.58, 4.28, -3.83], [2.36, 3.97, -1.07], [2.32, 2.84, -2.43], [4.78, 3.47, -0.73], [4.75, 2.36, -2.09], [5.91, 1.32, -0.20], [5.02, 0.93, 1.27], [4.97, -0.16, -0.11], [1.71, 1.88, -0.39], [1.86, 0.62, 1.88], [3.00, -0.48, 1.10], [2.59, -0.23, -1.38], [-0.11, -2.20, -2.37], [-2.00, -2.69, -0.90], [-3.02, -3.65, 0.56], [-4.48, -2.50, 2.98], [-6.52, -3.43, 3.62], [-8.33, -5.08, 3.40], [-9.10, -6.87, 2.22], [-6.33, -6.83, 0.06], [-4.51, -5.19, 0.27], [-0.93, -0.59, 2.92]],
  "lowdin_charge": [-0.06, -0.36, -0.07, -0.09, -0.20, -0.16, -0.29, -0.05, -0.09, -0.10, -0.08, -0.26, 0.08, -0.01, -0.03, -0.09, -0.32, 0.04, -0.01, -0.01, -0.22, -0.03, -0.02, -0.32, 0.06, 0.00, -0.01, -0.20, 0.08, 0.09, 0.07, 0.08, 0.07, 0.08, 0.08, 0.11, 0.11, 0.12, 0.13, 0.13, 0.08, 0.09, 0.08, 0.12, 0.12, 0.12, 0.08, 0.12, 0.11, 0.09, 0.12, 0.12, 0.11, 0.11, 0.12, 0.11, 0.08]
}

{
  "formula": "C6H15NO",
  "method": "the ωB97M-V functional and the def2-TZVPD basis",
  "e_above_lowest_ev": 8.929,
  "lumo_ev": -3.2,
  "charge": 0,
  "e_homo_ev": -7.9102,
  "orbital_gap_ev": 4.7,
  "max_force_ev_per_a": 5.2,
  "species": ["C", "O", "C", "C", "C", "C", "C", "N", "H", "H", "H", "H", "H", "H", "H", "H", "H", "H", "H", "H", "H", "H", "H"],
  "xyz": [[0.35, -0.41, -1.98], [-2.17, 0.30, -1.24], [0.84, 0.30, -1.01], [0.08, 1.43, -0.34], [-0.35, 1.15, 1.07], [-0.43, -0.32, 1.58], [-1.35, -1.27, 0.84], [3.08, -0.19, -0.04], [-0.72, -0.33, -2.26], [0.96, -1.19, -2.44], [-3.12, 0.18, -1.32], [1.96, 0.02, -0.54], [-0.69, 1.51, -1.13], [0.66, 2.35, -0.32], [0.46, 1.49, 1.74], [-1.21, 1.70, 1.45], [0.61, -0.67, 1.70], [-0.81, -0.22, 2.61], [-1.26, -1.25, -0.24], [-2.37, -0.98, 1.07], [-1.27, -2.31, 1.17], [2.86, -1.14, 0.28], [3.90, -0.16, -0.65]],
  "lowdin_charge": [0.06, -0.35, -0.10, -0.16, -0.19, -0.25, -0.13, 0.09, 0.08, 0.09, -0.05, 0.01, 0.11, 0.13, 0.11, 0.12, 0.09, 0.10, 0.02, 0.08, 0.07, 0.04, 0.04]
}

Question: Which of these has the lowest charge?
Answer: C2H6NO3

Question: The highest charge belongs to which entry?
Answer: C29H25Br3F9NO7P3Re

Question: What is the charge in the fifth record?
Answer: 0